Record 1
A structure of composition C26H40As2BBr2KN6. Source: OMol25; level of theory: ωB97M-V/def2-TZVPD.

```
78
Properties=species:S:1:pos:R:3:mulliken_charge:R:1
C -5.1808 -1.7131 1.0940 -1.311
K -0.1974 1.1377 0.8789 1.068
C 1.8858 2.1540 -2.9845 0.301
H -2.1938 -4.3673 2.9386 0.210
C 2.7368 0.0761 -3.8520 -0.549
C 4.4640 -0.0855 -0.8954 -1.260
H 4.9696 0.8795 -0.9098 0.349
C 2.3725 0.8619 -2.7611 -0.017
H 3.1209 -0.9237 -3.6895 0.234
H 2.6851 -0.3925 2.0770 -0.129
H 4.7326 -0.6090 0.0225 0.389
N -1.6850 -0.3198 -0.8706 -0.996
C 1.7653 2.6209 -4.2923 -0.314
C 2.0300 -1.6951 -1.2281 -1.065
C -4.6911 0.5502 2.2697 -1.085
H -4.9294 -1.8791 0.0451 0.219
As 2.5193 0.1666 -0.9283 0.576
C 2.6074 -1.3169 2.6540 -0.928
C -3.2690 2.4946 3.2742 -1.310
Br 2.5004 2.7872 2.4153 -0.063
H -2.2033 2.6973 3.3794 0.199
N -2.4505 0.3996 2.2801 -0.498
H 1.5577 5.2696 -3.0364 0.398
H -2.7452 -2.8707 1.1786 -0.137
H 2.0065 2.1996 -6.3785 0.382
C -1.3811 0.7157 -3.0805 -1.151
C 1.1968 -1.8128 2.6501 0.363
N -1.7679 -1.5700 -0.3476 1.782
H -6.2263 -1.4151 1.1561 0.375
H -1.5469 -4.0834 4.5627 0.404
H 4.7929 -0.6729 -1.7526 0.389
C 2.1172 1.8227 -5.3697 -0.734
H -5.0569 -2.6636 1.6145 0.214
H 2.1259 2.9096 4.8691 0.418
C -3.4799 1.1657 2.6216 0.415
H -2.6193 -4.2941 -0.6773 0.244
C -1.4976 -0.4682 -2.1757 0.600
C -1.6290 -2.4989 -1.3172 0.717
H 3.2905 -2.0490 2.2156 0.261
C -0.7189 -2.8141 3.0818 0.629
H -0.9084 -4.2280 -0.2772 0.214
Br 0.3735 1.2500 4.2409 -0.065
H -0.4571 0.6820 -3.6595 0.105
C -1.8586 -3.6000 3.6380 -1.342
H 2.8538 1.3373 4.3953 0.325
C 0.5783 -2.7000 3.5429 -1.430
C 3.0900 3.8575 -0.8846 -1.078
As 1.3157 3.2480 -1.4587 0.691
C -4.3248 -0.6458 1.6901 0.698
H 2.6684 -2.1639 -1.9766 0.625
H 3.6288 3.0256 -0.4316 0.124
N -0.8299 -2.0421 1.9823 0.901
H 1.3782 3.6132 -4.4828 0.299
C 0.7733 4.8829 -2.3858 -1.465
H 2.1243 -2.2233 -0.2800 0.302
C 2.1011 2.0820 4.1736 -0.568
H 0.5430 5.6304 -1.6275 0.411
H -3.7186 3.2966 2.6859 0.298
H -2.2164 0.7534 -3.7827 0.363
N -2.9780 -0.7169 1.7160 1.100
N 0.3426 -1.4154 1.7164 0.431
H 3.6605 4.2350 -1.7324 0.375
H -1.3125 -2.2657 -3.4905 0.418
H -2.7140 -2.9573 3.8526 0.216
H 2.9516 -1.1246 3.6723 0.368
C -1.6442 -3.9647 -1.0393 -1.453
H 2.9760 4.6478 -0.1418 0.424
H 0.9888 -1.7505 -1.5456 0.118
H 1.0065 -3.1847 4.4054 0.498
C 2.6087 0.5444 -5.1497 -0.832
H -1.4102 -4.5108 -1.9520 0.425
C -1.4534 -1.8324 -2.5136 -1.306
H -0.1272 4.6957 -2.9694 0.406
B -2.1087 -1.8485 1.1377 -1.586
H -1.3890 1.6375 -2.4975 0.224
H -3.7170 2.5265 4.2689 0.316
H 2.8895 -0.0858 -5.9839 0.401
H -5.6929 0.9212 2.4129 0.460
```

Electronic energy (eV): -315319.3260
HOMO level (eV): -8.0
F_max (eV/Å): 0.13
Spin multiplicity: 1
LUMO (eV): 0.1549
Energy above the lowest of the compared OMol25 structures with the same formula, charge and spin (kJ/mol): 0.0



Record 2
A cluster of 5 separate species, C41H80Br2F3N9O5 in total at a distorted geometry. Source: OMol25; level of theory: ωB97M-V/def2-TZVPD.

```
140
Properties=species:S:1:pos:R:3:mulliken_charge:R:1
H -4.9737 1.9221 -3.9161 0.584
C 1.2373 2.8240 -0.0314 -0.350
H 2.8552 0.9953 -1.9371 0.177
H 2.7289 0.1892 3.7141 0.227
H -4.2737 -6.6637 -2.3120 0.367
C 4.2976 -0.5191 2.3211 -1.243
C 2.8632 -0.0835 2.6646 -0.373
H -5.4454 0.0409 -1.1213 0.348
C 0.9190 4.5391 4.6638 -0.701
H 0.8247 3.5480 -0.7313 0.543
C -4.5057 -1.0303 5.1965 0.207
H -2.1816 1.7300 -3.5835 -0.012
H -3.3044 4.7977 -6.3205 0.353
H -2.5909 2.8814 -2.2798 0.318
H -2.2427 -4.2919 -1.4129 0.330
N 8.6091 -4.6772 -4.4485 -0.732
H 10.4801 -4.6048 -2.4114 0.351
O 0.8003 5.2763 3.4611 -0.265
H -1.8106 5.6301 5.1437 0.299
H 9.0143 -5.4577 -1.9671 0.266
N -2.8384 -4.8439 -0.8002 -0.739
N -1.1615 3.2865 4.1355 -0.548
H 2.8793 4.4949 -1.1072 0.391
C -2.9337 2.4389 -3.2209 0.135
H 1.3647 -1.1597 -5.7624 0.313
C 2.3245 0.9717 1.7119 0.175
H -3.5126 -5.4160 -3.2801 0.288
H -5.9899 2.4459 -1.9074 0.424
C -4.2073 -4.7481 -1.3177 0.209
C -1.1596 0.3534 2.0985 -1.204
C 4.6644 -3.0976 2.2641 0.553
H -5.4673 1.2711 0.1762 0.409
O -2.6271 3.0200 -5.5337 -0.221
Br 6.3889 -1.6607 4.0111 -0.119
C -4.9527 0.9423 -0.7386 -0.904
C -4.3018 1.7133 -3.0779 -0.131
H -5.3880 -0.5515 3.4242 0.281
H 7.4006 -2.5903 -1.9962 0.331
C 0.3488 1.9975 0.6940 -0.216
H 1.5809 3.7013 4.4248 0.229
C -3.5058 0.5503 -0.3007 0.420
H -5.6078 -1.9772 6.8343 0.434
H -3.7211 0.9199 1.8842 0.326
H -2.7715 0.7702 -1.0807 0.044
H -4.1105 0.6347 -3.0411 -0.489
C 3.4474 3.6302 -0.7522 -1.459
H -1.8296 -0.3077 2.6472 0.641
H -4.8822 -5.1773 -0.5708 0.432
C -0.4025 3.9582 5.1934 0.312
N 0.1244 0.2307 2.3086 -0.399
H -2.7683 3.5894 -7.5034 0.217
H -3.1433 -1.7454 6.7306 0.398
C 2.5742 2.7292 0.0972 0.471
C -1.6952 1.2968 1.1766 0.436
C 7.3357 -3.1883 -2.9151 -0.668
N 1.8995 -0.6276 -5.0853 -0.583
H -0.1449 3.2121 5.9515 0.456
H 1.4307 5.1343 5.4318 0.497
O 6.3035 -4.1506 -2.8090 -0.411
H -5.5602 -5.0880 5.3959 0.259
C -3.2050 1.3318 1.0061 -0.646
H 4.9515 2.2500 -1.4433 0.368
O -3.6910 -2.4857 -2.2088 -0.195
H -2.7875 -4.3567 0.0907 0.266
H 9.3722 -3.8849 -1.2443 0.331
H 3.8745 1.2772 -3.3393 0.638
H 6.8987 -5.7504 -1.6353 0.234
H 0.7525 7.1891 2.7746 0.237
H 4.2137 1.7407 1.0946 0.531
H 0.7531 7.0594 4.5434 0.332
H 7.0156 -2.5075 -3.7090 0.377
H 2.2165 -0.9541 2.5073 0.426
H -4.7496 -2.8271 -0.5406 0.249
H -4.4366 2.9615 -1.2450 0.374
C -5.6833 -1.8497 5.7467 -0.729
H 8.2231 -4.1754 -5.2438 0.270
C 6.2699 -4.8585 -1.5824 -0.557
H 6.5746 -4.2316 -0.7405 0.200
H -3.3285 -1.6751 -4.0403 0.222
H 9.3330 -2.9132 -3.6096 0.392
H -3.0492 -3.4113 -3.9500 0.255
H -4.8369 -4.0578 6.6447 0.294
H -2.3438 4.4133 -3.9943 0.280
H -4.6199 -0.0091 5.5722 0.390
F 4.5957 -4.1645 3.0786 -0.242
N 0.0261 0.7282 -5.1806 -0.605
C -1.3011 4.9920 5.8655 -1.586
H -0.5952 2.5306 3.7565 0.185
N 2.1163 1.8145 -4.8086 -0.379
C 3.1305 1.7834 1.0035 0.137
C -3.1409 -1.5305 5.6600 -1.494
F 5.8215 -3.1936 1.5958 -0.180
C 4.6307 -1.8064 3.1332 0.400
H 4.2613 4.0090 -0.1176 0.437
C -3.3246 3.7286 -6.5734 -0.804
H -4.7224 -2.7726 -4.0020 0.373
H 1.8084 -1.0980 -4.1905 0.266
C 9.4264 -4.4688 -2.1659 -1.364
H -4.3471 3.3370 -6.6181 0.275
H -4.0414 3.9322 -4.3173 0.528
H 1.0722 2.0644 -3.0086 0.079
C -3.7106 -2.6067 -3.6212 -0.834
O -5.8799 -3.0997 5.1116 -0.371
C 2.0501 2.3578 -3.4192 -0.049
H 7.8929 -5.3639 -4.2244 0.313
C 4.1257 2.8137 -1.8943 -1.068
H -4.1065 -4.1698 5.0132 0.225
H -0.2905 1.6994 -5.1442 0.212
H 2.0510 3.4524 -3.4790 0.395
C -4.3203 -5.6063 -2.5739 -1.439
H -5.2694 -5.4318 -3.0856 0.336
Br 3.1847 -3.2521 1.0164 -0.120
C -4.9574 2.1219 -1.7207 -0.854
N -4.5175 -0.9789 3.7305 -0.391
F 3.7361 -2.0354 4.1283 -0.308
H -3.4820 2.3763 0.8198 0.291
C 3.2326 1.7784 -2.6055 -0.786
H -2.8279 -2.4317 5.1327 0.311
N -0.9930 2.1476 0.4711 -0.364
H -2.3797 -0.7710 5.4756 0.285
H -4.5872 -1.9370 3.3944 0.227
C -5.0434 -4.1451 5.5744 -0.636
C 8.7074 -3.7593 -3.3092 0.379
H 5.2441 -5.1884 -1.4157 0.300
C -3.0011 3.5741 -4.2730 -0.940
C 1.2860 0.6675 -5.0147 0.253
H 4.4305 -0.7512 1.2624 0.380
C 0.3709 6.6154 3.6196 -0.763
H 1.8984 2.5368 -5.4815 0.321
H 5.0086 0.2286 2.6818 0.540
H -2.0730 4.4939 6.4530 0.385
H -6.6007 -1.2839 5.5617 0.352
H -1.2430 3.9396 3.3589 0.328
H -3.4600 -0.5247 -0.0874 0.010
C -4.6372 -3.2875 -1.5276 -0.587
H 4.4999 3.4978 -2.6652 0.452
H -0.7196 6.6787 3.5970 0.259
H -5.6186 -3.2243 -2.0162 0.458
C 0.9087 1.0685 1.5666 -0.121
H -0.7287 5.6310 6.5419 0.374
```

Electronic energy (eV): -215697.6387
HOMO level (eV): -8.8
F_max (eV/Å): 1.90
Spin multiplicity: 1
LUMO (eV): 0.0332
SMILES: [H]/N=C(/N)NCCCCc1cc(CC[C@](F)(Br)C(F)(F)Br)c2ncc(CCCCCCCOC)nc2c1.COC[C@@H](C)N.COC[C@@H](C)N.COC[C@@H](C)N.COC[C@@H](C)N



Record 3
A cluster of 3 separate species, C33H58IN4O6 in total at a distorted geometry. Source: OMol25; level of theory: ωB97M-V/def2-TZVPD.

```
102
Properties=species:S:1:pos:R:3:lowdin_spin:R:1
C -1.0936 5.8453 3.6864 0.004
H -1.4192 -1.2559 -0.1571 0.000
O -2.4882 -3.4899 2.4764 0.000
C 0.5646 -1.0721 -0.8618 0.000
C 8.6754 -2.1628 0.2338 0.000
I 6.2012 2.3995 4.0416 0.000
H 6.0416 1.4951 0.6802 0.000
H -2.8401 -0.8980 -2.2386 -0.001
H -3.3733 6.7606 0.3027 0.001
H 0.9670 7.7886 1.7231 0.000
H -6.2767 -4.1897 -2.4739 0.000
H -3.3484 5.7305 1.7101 0.000
H -5.3399 -5.2842 -4.2767 0.000
C -0.5599 6.3597 2.3342 0.025
C -2.0509 5.0788 0.0995 0.016
C 2.6814 1.1790 0.9147 0.000
N -3.0767 -3.4610 -3.2338 0.401
C -3.4492 -1.0343 -3.1303 -0.001
C -4.3867 -5.0590 -1.8584 0.017
H 8.9692 -1.1285 0.4485 0.000
N 1.8029 -0.4313 -0.3542 0.000
H -2.7983 4.3841 -0.2918 0.002
H -2.2622 2.6288 1.4319 0.000
C -4.1324 -2.3970 -3.1483 0.027
C -0.2380 3.3537 -0.0484 -0.001
H -1.5888 -5.6186 -3.8130 0.000
C 5.3983 1.0077 2.6606 0.000
H 2.4958 2.0321 1.5591 0.000
H -3.7491 -5.0058 -0.9699 0.002
N 1.6079 0.5922 0.4514 0.000
H -1.1846 -0.7521 3.3575 0.000
H -4.0344 -6.4136 -4.5595 0.000
H 5.3298 -1.6237 -1.4265 0.000
C -0.4176 -1.4232 0.2463 0.000
C 0.5859 7.3214 2.6269 -0.001
H -0.5899 4.9274 3.9886 0.002
H -2.8132 -0.9045 -4.0070 0.000
H -5.7402 -1.8666 -1.8351 0.002
H -2.3621 3.9341 2.5905 0.000
H 0.8697 -1.9748 -1.3934 0.000
H 3.0270 -1.7022 -1.3973 0.000
C 2.9994 -0.8641 -0.7129 0.000
C -1.5932 -1.6807 3.7600 0.000
H -4.2147 -0.2581 -3.1422 0.000
H 9.5785 -3.8426 1.2707 0.000
H -1.7164 -5.5468 -2.0512 0.000
C 6.4309 -1.3600 0.3757 0.000
H -4.2863 -2.3974 -1.0035 0.002
C -0.3248 -2.8804 0.7293 0.001
C -5.0544 -2.4112 -4.3728 0.003
H -0.9317 2.9050 2.5635 0.001
H 9.1393 -2.5052 2.3532 0.000
H -2.6257 -1.5208 4.0634 0.000
C 5.4914 -0.8172 -0.7089 0.000
H 6.9602 -0.5468 0.8868 0.000
H -0.9869 -1.9552 4.6260 0.000
C -5.4950 -4.0170 -1.7298 0.001
C 3.9993 0.7881 0.6251 0.000
H 0.2173 8.1056 3.2886 0.000
C -1.0050 4.2827 0.8820 0.027
C -1.5594 -2.7851 2.7427 0.000
H -2.1668 5.6621 3.6791 0.000
H 5.8639 -1.9335 1.1185 0.000
H -4.8139 -6.0640 -1.8778 0.002
O -2.0586 -3.1903 -2.5037 0.495
H -0.9172 2.5938 -0.4400 0.000
C -2.2620 -5.7613 -2.9666 -0.001
C -1.6793 3.3990 1.9395 0.003
N -0.0246 5.2324 1.4984 0.383
H 1.4107 6.8089 3.1239 0.000
H -1.1588 -3.4697 0.3393 0.001
C -4.9350 -2.6044 -1.8618 0.017
H -3.9455 -4.8025 -5.2481 0.002
O 0.8753 5.6088 0.6651 0.518
C 5.1197 1.5605 1.2637 0.000
H -5.9753 -4.1262 -0.7565 0.001
H 0.5969 -3.3637 0.3995 0.000
O 7.3525 -2.1820 -0.2961 0.000
H -0.3258 -0.7879 1.1274 0.000
H 6.0055 -0.0189 -1.2568 0.000
H -5.7016 -1.5348 -4.3337 0.000
H 0.5625 2.8540 0.4922 0.000
H -5.7013 -3.2800 -4.4253 0.000
H 9.3058 -2.5124 -0.5839 0.000
H 4.8559 2.6159 1.3509 0.000
C -2.7117 6.1701 0.9378 0.001
H 0.1971 3.8880 -0.8896 -0.001
H -1.5640 5.5412 -0.7646 0.002
H -0.9050 6.5874 4.4607 0.000
H -4.4734 -2.3611 -5.2943 0.001
H 7.8976 -3.5747 1.6575 0.000
H 0.1232 -0.4005 -1.5984 0.000
C 8.8431 -3.0619 1.4653 0.000
C 4.1732 -0.2778 -0.2365 0.000
H -1.2017 7.6881 0.7685 0.002
H -2.1428 7.7968 2.2454 0.002
O 5.1831 -0.1186 2.9681 0.000
C -3.5097 -4.8959 -3.1062 0.027
O -0.3269 -2.9684 2.1542 0.000
H -2.5692 -6.8068 -2.9418 0.000
C -4.2585 -5.3650 -4.3693 0.004
C -1.6641 7.0926 1.5613 0.016
```

Electronic energy (eV): -61497.6790
Net charge: +1
HOMO level (alpha / beta) (eV): -10.2 / -11.3
F_max (eV/Å): 1.19
Spin multiplicity: 3
LUMO (alpha / beta) (eV): -4.3511 / -4.3511



Record 4
A structure of composition C24H16Br2CoN4O6S2 at a distorted geometry. Source: OMol25; level of theory: ωB97M-V/def2-TZVPD.

```
55
Properties=species:S:1:pos:R:3:lowdin_spin:R:1
C -4.2018 1.3967 -0.0418 0.117
H -1.1229 3.3101 -3.4107 0.003
H 4.2242 1.3586 5.2796 0.001
H -1.3140 -1.3996 -2.2494 0.001
C -0.7701 -4.1684 -3.6605 0.000
C 0.1540 -3.1778 -1.6568 0.001
H -2.8766 2.1190 -3.0747 0.003
C 2.4733 2.3856 4.5375 -0.001
C -4.1257 1.7193 -1.3992 0.038
C -3.0015 1.1153 0.5922 0.002
C 1.8417 1.9245 -1.4709 0.009
C -2.9273 1.8838 -2.0224 0.054
H 1.4245 -4.4274 -0.5079 0.000
H -0.1458 -6.1648 -4.1005 0.000
C -0.2693 2.9142 -2.8823 0.053
C 2.2851 0.3100 2.6873 0.008
N 1.3040 -2.0048 0.0750 -0.007
N -1.8118 1.1968 0.0108 0.113
H 0.6988 3.1637 3.6181 0.000
O -1.4399 -2.0011 -3.0307 0.001
C 0.9954 3.2897 -3.2087 0.046
Br -5.7353 1.8913 -2.4250 0.003
C 1.2942 1.3412 2.6830 -0.001
C 0.7164 -5.4457 -2.2697 0.000
C 3.4243 1.3552 4.5498 0.011
C 1.4529 2.3895 3.6265 0.009
O -0.2774 -0.1351 4.5044 0.001
N 1.2568 -0.9017 0.8932 -0.017
C -0.6970 -3.0916 -2.7760 0.001
H 2.5511 3.1890 5.2619 0.000
H 2.6623 1.5051 -0.8957 -0.002
H -5.1367 1.3128 0.4858 0.009
C 2.2087 -0.7609 1.7548 -0.007
C 0.2908 -2.0311 -0.7394 0.007
C 0.8274 -4.3708 -1.4066 0.001
N 0.6365 1.5501 -1.1020 0.160
O 0.3394 1.4082 1.8246 0.056
C -0.0694 -5.3329 -3.4103 0.001
H 1.2211 -6.3781 -2.0513 0.000
H -1.4096 -4.0810 -4.5287 0.000
S -1.6047 -0.0344 3.9132 0.007
H -3.0025 0.8598 1.6415 -0.001
H 2.9888 -1.5203 1.7608 -0.002
C -1.7345 1.6933 -1.2761 0.117
Br 1.2777 4.5840 -4.5966 0.003
C 2.1137 2.8034 -2.5121 0.134
C 3.3241 0.3443 3.6283 -0.002
C -0.4562 2.0252 -1.7841 0.130
O -2.6322 -0.6504 4.7518 0.027
O -0.5905 -1.0739 -0.7928 0.028
O -2.0035 1.2962 3.4732 0.001
H 3.1198 3.0985 -2.7635 0.012
Co -0.2360 0.1832 0.6282 1.607
S -1.5583 -1.2982 2.2314 0.264
H 4.0437 -0.4678 3.6333 0.000
```

Electronic energy (eV): -242778.0460
Net charge: -2
HOMO level (alpha / beta) (eV): -0.5 / -1.9
F_max (eV/Å): 1.26
Spin multiplicity: 4
LUMO (alpha / beta) (eV): 3.8252 / 3.8210
Energy above the lowest of the compared OMol25 structures with the same formula, charge and spin (kJ/mol): 118.7



Record 5
The molecule C5H8N2. Source: OMol25; level of theory: ωB97M-V/def2-TZVPD.

```
15
Properties=species:S:1:pos:R:3:mulliken_charge:R:1
H -1.2535 -1.0768 2.0651 0.360
H 0.3253 1.7035 -0.1567 0.395
C 1.5131 0.0940 -1.0565 -1.102
C 1.3952 0.6708 1.4041 -0.602
N 0.6303 -0.0785 2.2537 -0.514
H -2.1301 0.6633 -0.8079 0.305
H 1.9006 0.8903 -1.6982 0.261
H -1.3627 -0.7979 -1.4725 0.260
H 2.3722 -0.4327 -0.6295 0.346
N -0.5637 -0.1184 0.3399 0.061
H -2.4442 -0.9221 -0.0634 0.287
H 0.9487 -0.6051 -1.6845 0.310
C -0.4655 -0.4819 1.6032 0.158
C 0.6414 0.6762 0.0696 0.247
C -1.6852 -0.3042 -0.5501 -0.773
```

Electronic energy (eV): -8291.8706
HOMO level (eV): -7.6
F_max (eV/Å): 0.44
Spin multiplicity: 1
LUMO (eV): 0.2862
Energy above the lowest of the compared OMol25 structures with the same formula, charge and spin (kJ/mol): 301.6